(1)
Molecular formula: C45H53AsBF6N6PS4Ti
Method: DFT, ωB97M-V/def2-TZVPD

The HOMO energy (alpha / beta) is -10.15 / -10.52 eV. As for the largest force on an atom: 0.95 eV Å⁻¹. As for the total charge: +1. The total energy comes out at -7718.6401 Ha. As for the frontier orbital gap (alpha / beta): 7.29 / 5.71 eV. As for the multiplicity: 4. As for the energy relative to the best compared isomer or geometry (same formula, charge and spin): 8.0 kcal per mole.

```
118
Properties=species:S:1:pos:R:3:mulliken_charge:R:1
N 2.69 -0.58 -0.10 0.36
C 0.53 2.95 0.19 2.08
H 3.03 4.10 -2.78 0.45
H 5.53 1.41 -3.46 0.50
H 1.16 2.25 4.92 0.19
H 4.39 3.24 3.32 0.35
As -4.00 -1.30 0.23 1.77
H 0.34 -4.60 0.95 0.30
C -6.28 1.99 -1.08 -0.61
C 4.95 -1.42 0.11 2.50
C -4.79 -3.09 4.51 -0.55
H 4.76 1.68 2.60 0.16
N 1.55 1.26 1.60 -0.47
C 4.51 1.04 -3.42 -1.05
F -2.47 0.24 4.21 -0.38
H 1.67 -5.26 0.00 0.44
C 0.92 -4.47 0.04 -1.80
C 1.56 -3.13 0.00 0.19
H -8.86 -0.12 -0.54 0.43
H 3.57 1.95 -5.84 0.44
C 3.76 3.30 -2.65 -1.64
H 4.40 0.25 -4.17 0.42
C 2.74 0.22 3.78 -1.40
C 1.19 3.96 0.99 -0.59
C 2.90 -2.93 0.06 -0.73
H -0.08 5.66 0.74 0.36
C 2.11 1.64 -3.46 -0.26
C -7.58 1.53 -1.02 -0.76
C 1.93 3.56 2.04 -0.76
H -5.69 -3.78 0.55 0.38
H 2.40 3.50 4.82 0.35
H -7.02 -1.60 0.14 0.42
C -3.84 -3.64 3.67 -0.74
N 0.63 0.80 -1.95 0.46
H -8.39 2.17 -1.34 0.41
C 3.72 2.72 -5.09 -2.38
H 5.56 -3.25 -0.95 0.39
C -1.18 0.94 -5.22 -1.81
H -6.06 2.98 -1.44 0.52
C 3.52 2.18 -3.67 2.44
H -1.99 1.63 -5.01 0.34
N 1.36 -0.76 -0.14 0.18
H 4.61 0.67 0.61 -0.38
H -5.26 -5.79 -3.20 0.40
S -3.64 1.87 -0.71 -0.24
H 0.22 -4.60 -0.79 0.35
H 4.33 0.60 -2.44 -0.42
C -6.80 -0.59 -0.17 0.05
H 1.27 5.61 -0.36 0.28
C -5.58 -4.88 -1.29 -0.85
H -4.95 -3.51 5.49 0.40
C -5.53 -2.00 4.09 -0.74
N 0.86 1.65 0.48 1.10
C 5.63 -2.16 -1.05 -1.92
H 5.12 -3.04 1.59 0.33
F -2.81 2.46 3.59 -0.42
C -7.84 0.24 -0.57 -0.81
H 3.43 -0.09 4.57 0.49
B 0.51 0.51 -0.42 -0.61
H 1.55 6.03 1.34 0.50
H 6.68 -1.90 -1.08 0.49
H -1.61 -0.06 -5.22 0.34
C 2.82 1.73 3.60 2.25
H -0.78 1.15 -6.21 0.41
H 5.08 -1.42 2.29 0.25
H -5.89 -0.58 2.53 0.38
F -1.69 2.00 1.60 -0.31
H -6.27 -1.56 4.75 0.43
C 0.98 5.40 0.66 -1.96
C 1.13 1.56 -4.47 -0.57
C 0.75 -1.95 -0.08 0.49
H 4.74 3.09 -5.19 0.42
N 1.85 1.25 -2.24 -0.22
H 2.71 2.04 5.73 0.50
C -4.14 -3.98 -2.99 -0.86
C -0.11 1.06 -4.19 0.33
H 3.56 -3.79 0.12 0.47
C -5.21 1.17 -0.65 0.91
H 5.33 0.43 -0.97 0.08
C 3.45 -1.62 0.02 -0.26
S -1.93 0.17 -2.36 -0.57
H 3.04 3.56 -5.30 0.47
C 5.44 -2.01 1.45 -1.57
C 4.29 2.16 3.45 -1.50
H -6.26 -5.65 -0.95 0.42
C 5.32 0.06 0.05 -1.01
H -3.70 -4.04 -3.97 0.44
H 5.18 -1.88 -2.01 0.33
F -3.42 0.74 2.18 -0.23
C 2.23 2.43 4.83 -1.73
C -4.38 -2.01 1.99 0.24
H 1.74 -0.09 4.07 0.19
C -5.27 -3.82 -0.45 -0.60
H 3.00 -0.31 2.86 -0.11
Ti -1.88 0.28 0.18 0.09
H 1.36 1.88 -5.47 0.60
C -3.83 -2.91 -2.16 -0.39
H -3.25 -4.49 3.99 0.43
H 4.75 3.72 -2.79 0.48
S -0.95 -2.03 -0.14 -0.15
H 6.53 -2.00 1.46 0.52
C -4.40 -2.83 -0.89 1.22
C -5.33 -1.45 2.83 -0.52
C -5.49 -0.14 -0.19 -0.71
H 2.41 4.29 2.67 0.42
H 4.84 1.89 4.35 0.50
S -0.62 3.34 -0.94 -0.49
H 6.31 0.20 0.47 0.57
F -0.69 1.58 3.63 -0.12
F -1.33 -0.12 2.22 -0.34
P -2.09 1.19 3.02 1.22
H -3.13 -2.15 -2.50 0.11
H 3.68 2.92 -1.64 0.12
C 2.06 2.17 2.36 0.19
H -2.88 -3.54 1.75 0.42
C -0.37 0.69 -2.83 0.90
C -3.63 -3.10 2.41 -0.29
C -5.02 -4.96 -2.55 -0.54
```

=====

(2)
Molecular formula: C4H9NO
Method: DFT, ωB97M-V/def2-TZVPD

The HOMO energy is -9.06 eV. As for the largest force on an atom: 0.65 eV Å⁻¹. As for the total charge: 0. The total energy comes out at -287.6524 Ha. As for the frontier orbital gap: 9.95 eV. As for the multiplicity: 1. As for the energy relative to the best compared isomer or geometry (same formula, charge and spin): 113.0 kcal per mole.

```
15
Properties=species:S:1:pos:R:3:mulliken_charge:R:1
H -0.05 -1.81 0.81 0.42
O -1.75 -1.23 -0.07 -0.33
H 2.13 1.72 1.13 0.31
H 3.13 1.02 -0.17 0.32
N -0.06 0.28 0.70 -0.57
C -2.57 -0.10 -0.35 -0.63
H 0.98 0.47 -1.12 0.34
C 2.36 0.80 0.57 -1.11
H 2.76 0.08 1.29 0.24
H -3.40 -0.47 -0.97 0.22
C -0.47 -0.95 0.29 -0.06
C 1.08 0.30 -0.04 0.08
H -2.02 0.68 -0.88 0.29
H 0.65 -1.06 -0.57 0.22
H -2.96 0.32 0.58 0.26
```

=====

(3)
Molecular formula: C22H49NOP2Si2Sn
Method: DFT, ωB97M-V/def2-TZVPD

The HOMO energy (alpha / beta) is -5.32 / -5.32 eV. As for the largest force on an atom: 6.20 eV Å⁻¹. As for the total charge: 0. The total energy comes out at -2473.5458 Ha. As for the frontier orbital gap (alpha / beta): 4.59 / 4.59 eV. As for the multiplicity: 1.

```
78
Properties=species:S:1:pos:R:3:mulliken_charge:R:1
H 0.39 3.05 -4.18 0.50
C -3.97 -0.09 -2.33 -1.55
H 2.93 0.70 -0.14 0.05
H -2.78 -2.65 -1.86 -0.13
C 2.37 2.53 -2.34 -1.47
H -2.68 2.28 -0.11 0.11
H -2.52 -4.29 1.43 0.50
H -3.23 2.67 -1.76 0.40
H 2.08 2.90 3.21 0.29
C -0.06 0.95 1.34 0.95
H 5.33 -3.35 -2.99 0.33
C -3.32 1.93 -0.94 -1.56
H -3.73 0.93 3.04 0.50
P 0.61 2.22 -1.89 1.49
H -3.16 -0.65 2.48 0.13
H -3.37 0.69 1.33 0.03
H -1.07 3.82 -1.15 0.23
C 3.38 -2.65 -3.62 -0.46
H 0.19 1.26 -4.06 0.28
C 4.41 -2.85 -2.69 -0.48
H 2.98 2.69 -1.45 0.35
P -1.25 -2.81 0.03 1.38
H -0.48 3.22 3.67 0.32
C -2.39 -3.20 1.39 -1.37
H -3.94 0.40 -3.31 0.38
H -4.36 1.93 -0.59 0.47
H -2.17 2.89 4.13 0.39
H 0.85 -3.48 1.05 0.22
Si -1.31 1.01 2.77 0.46
H -4.97 0.04 -1.91 0.35
H 0.52 4.13 -0.38 0.30
H -1.79 3.45 2.49 0.32
H 3.00 -1.03 3.17 0.40
H 3.49 -3.01 -4.65 0.35
H 5.06 -2.57 -0.64 0.36
H 0.25 4.61 -2.10 0.45
H -1.53 0.29 5.10 0.43
C 2.22 -1.99 -3.24 -0.53
N 0.93 -0.81 -1.59 0.24
H 1.28 -1.41 3.33 0.40
H 1.34 1.78 4.37 0.36
C 2.03 -1.04 2.64 -0.78
C 0.02 3.86 -1.33 -1.39
C 3.00 1.23 0.82 -0.91
C -2.92 0.57 -1.45 1.75
C -2.03 -3.37 -1.51 -0.84
H -2.54 -0.25 -0.32 -0.16
H -0.06 1.94 0.85 -0.79
H -1.27 -3.49 -2.29 0.28
C 4.26 -2.41 -1.37 -0.84
H 3.04 1.58 3.92 0.37
C 2.02 -1.50 -1.90 -0.41
H -3.36 -2.72 1.23 0.35
H 0.78 -3.93 -0.68 0.29
O -1.68 0.55 -2.08 -0.74
H -1.97 -2.86 2.35 0.26
C -0.85 -0.01 4.29 -1.17
C 2.04 1.84 3.53 -1.14
C -1.44 2.81 3.32 -1.21
H 2.97 -1.45 0.06 0.11
H 0.18 0.12 4.65 0.30
H 2.12 -1.77 1.82 0.00
C -3.04 0.43 2.34 -0.71
C -0.06 2.23 -3.60 -1.28
H -1.01 -1.09 4.10 0.23
Si 1.69 0.71 2.05 0.06
H -3.79 -1.15 -2.48 0.20
H 2.41 3.41 -3.00 0.51
Sn -0.67 -0.34 -0.35 -0.40
H -2.52 -4.34 -1.33 0.48
H -1.15 2.32 -3.58 0.19
C 3.10 -1.78 -0.97 0.40
H 2.74 1.65 -2.87 0.27
H 1.40 -1.81 -3.95 0.32
H -0.14 -4.88 0.54 0.49
H 2.96 2.31 0.63 0.38
C 0.20 -3.87 0.26 -1.11
H 4.00 1.01 1.24 0.46
```

=====

(4)
Molecular formula: C35H33N6O3RhS
Method: DFT, ωB97M-V/def2-TZVPD

The HOMO energy is -7.24 eV. As for the largest force on an atom: 0.36 eV Å⁻¹. As for the total charge: 0. The total energy comes out at -2416.6964 Ha. As for the frontier orbital gap: 6.93 eV. As for the multiplicity: 1.

```
79
Properties=species:S:1:pos:R:3:mulliken_charge:R:1
C -2.61 2.44 0.97 0.21
C -3.60 4.64 0.80 -0.87
H 2.16 -3.65 1.67 0.24
C -2.76 -3.89 0.54 -1.30
H 2.66 0.53 1.57 0.04
H -2.68 1.39 1.21 0.01
C 0.34 -0.69 5.10 -0.32
H 2.44 -0.39 5.11 0.43
C -0.65 -8.29 -0.64 -1.47
C -5.12 -0.54 1.40 -1.07
C 3.17 1.87 -0.77 -0.65
N 2.65 0.40 2.57 -0.35
H 0.09 5.89 -0.39 0.42
H -4.35 -1.11 1.93 0.03
H -6.61 0.06 -0.87 0.46
H 1.99 4.34 -0.67 0.42
C -0.52 -6.89 -0.13 0.78
H 1.90 -1.79 -0.65 0.64
H -5.60 0.60 -3.10 0.42
H 3.53 2.89 -0.81 0.41
C -2.41 5.17 0.38 -0.85
H -0.91 -8.30 -1.70 0.29
C 2.26 -0.77 -0.68 -0.10
H -2.00 -1.20 6.03 0.37
C 1.52 -0.34 4.55 -1.19
C 1.85 1.59 -0.40 2.02
C -5.54 0.05 -1.02 -0.85
C -4.97 0.35 -2.25 -0.36
C 0.71 -6.36 0.22 -0.75
H -3.68 -4.48 0.51 0.46
H -4.64 2.86 1.45 0.41
C -0.29 -4.27 0.80 0.51
N 0.37 0.14 2.50 0.56
H -6.06 -1.09 1.41 0.53
H 0.26 -1.05 6.12 0.38
H -2.62 -6.47 -0.26 0.38
S -1.18 0.03 -1.69 -0.50
H 2.82 -5.28 1.52 0.48
C 3.57 -0.48 -1.05 -0.78
H -4.47 5.28 0.90 0.40
Rh -0.36 0.05 0.46 -0.15
H 3.52 0.19 3.03 0.22
C -3.69 3.27 1.10 -0.70
C -1.39 2.96 0.50 -0.03
C -1.64 -6.07 0.00 -0.99
C -1.28 4.34 0.23 0.72
O -0.26 -1.98 0.36 -0.37
N -3.67 0.37 -2.47 -0.67
C 1.50 0.07 3.18 0.90
H 5.06 1.04 -1.36 0.41
C -0.02 4.83 -0.18 -0.97
O -0.02 -2.64 2.51 -0.63
H -1.43 -8.84 -0.11 0.35
H 4.24 -1.29 -1.32 0.45
N -0.82 -0.62 4.41 0.26
O -1.83 -0.26 2.41 -0.44
C 1.40 0.26 -0.33 -0.03
C 0.85 -5.05 0.69 0.93
H -2.26 -2.14 4.53 0.29
C -1.55 -4.77 0.45 1.00
C -2.07 -1.14 4.94 -0.90
C -0.20 -2.84 1.30 0.13
H -2.76 -3.30 1.46 0.03
C 1.03 3.98 -0.34 -1.33
C 4.03 0.83 -1.08 -0.88
H -2.31 6.22 0.15 0.41
H -2.78 -3.17 -0.28 0.26
N -0.32 2.12 0.32 1.02
C 0.84 2.60 -0.10 0.45
H 0.28 -8.84 -0.53 0.36
H -5.27 0.39 1.94 0.16
H 1.60 -6.98 0.13 0.33
C -2.89 0.04 -1.43 0.54
C -4.65 -0.25 0.00 0.86
H -2.89 -0.49 4.66 0.22
H 2.75 -4.23 0.11 0.30
C 2.21 -4.52 1.02 -1.88
N -3.34 -0.28 -0.21 0.03
C -0.81 -0.25 3.08 -0.56
```

=====

(5)
Molecular formula: C23H18ClN5O
Method: DFT, ωB97M-V/def2-TZVPD

Its structure (SMILES) is C[C@@H](c1ccccc1)c1ccc2c(n1)Nc1ccc(-n3cnc(Cl)c3)cc1NC2=O. The HOMO energy is -8.16 eV. As for the largest force on an atom: 4.85 eV Å⁻¹. As for the total charge: 0. The total energy comes out at -1696.4397 Ha. As for the frontier orbital gap: 8.35 eV. As for the multiplicity: 1. As for the energy relative to the best compared isomer or geometry (same formula, charge and spin): 0.0 kcal per mole.

```
48
Properties=species:S:1:pos:R:3:mulliken_charge:R:1
C 2.14 2.07 0.92 0.30
C 1.99 -2.32 0.86 -0.36
H 3.28 -1.07 5.72 0.38
H 0.16 0.80 -4.91 0.35
C -1.38 1.44 -3.39 0.80
C 2.46 -2.16 3.20 1.20
C -5.12 1.68 -4.09 -0.50
C 2.66 -2.95 6.69 -0.29
H -1.28 2.47 -3.81 0.48
H -1.47 0.44 -5.30 0.45
H -0.59 -0.56 -4.13 0.36
C -2.87 1.26 -3.28 0.26
H -1.50 3.40 -1.73 0.52
C 2.33 -3.01 1.99 -1.45
N 1.76 -0.42 -0.55 -0.29
C -3.36 0.61 -2.09 -0.35
H 1.81 -2.81 -0.11 0.25
C 0.90 0.65 -0.68 0.31
C -5.58 1.13 -2.93 -0.37
C -3.75 1.82 -4.21 -0.31
H -5.16 0.12 -1.14 0.41
N 2.39 -4.22 6.17 -0.59
H 2.49 -4.11 1.97 0.30
C 2.90 -2.08 5.64 -0.09
C 2.48 -0.18 1.78 0.36
C 0.89 1.78 0.04 0.48
C -0.80 0.45 -4.47 -1.62
N 2.77 1.18 1.69 -0.16
H 3.24 1.59 2.44 0.27
H 2.43 -0.21 3.99 0.41
C 0.10 2.82 -0.34 -1.27
H -5.79 2.07 -4.88 0.35
N 2.58 -2.71 4.46 0.16
C -0.74 1.47 -2.09 -0.49
H -6.70 0.91 -2.92 0.25
C -4.76 0.62 -1.96 -0.74
C 2.27 -4.02 4.86 0.03
H -3.41 2.30 -5.18 0.28
H 2.02 -4.78 4.10 0.30
H 0.20 3.73 0.09 0.64
C 2.57 -0.77 3.06 -0.89
C 2.05 -0.96 0.69 0.67
N 0.01 0.46 -1.68 -0.38
Cl 2.83 -2.86 8.49 -0.19
C -0.80 2.65 -1.33 -0.47
O 2.35 3.26 1.15 -0.68
H -2.70 0.14 -1.43 0.57
H 1.64 -1.10 -1.35 0.35
```

=====

(6)
Molecular formula: C28H48O24
Method: DFT, ωB97M-V/def2-TZVPD

Its structure (SMILES) is C[C@H]1COC(=O)O1.C[C@H]1COC(=O)O1.C[C@H]1COC(=O)O1.C[C@H]1COC(=O)O1.COC(=O)OC.COC(=O)OC.COC(=O)OC.COC(=O)OC. The HOMO energy is -10.02 eV. As for the largest force on an atom: 8.89 eV Å⁻¹. As for the total charge: 0. The total energy comes out at -2901.2101 Ha. As for the frontier orbital gap: 10.10 eV. As for the multiplicity: 1. As for the energy relative to the best compared isomer or geometry (same formula, charge and spin): 195.1 kcal per mole.

```
100
Properties=species:S:1:pos:R:3:mulliken_charge:R:1
H 4.20 -3.71 4.15 0.34
H 9.53 2.23 3.81 0.33
H -3.47 2.40 -1.07 0.33
O 8.58 1.68 2.01 -0.29
C -3.03 -1.04 0.25 0.55
H -1.54 1.23 -4.93 -0.23
C 1.72 -1.58 3.83 -1.06
O 0.00 4.83 -5.45 -0.30
C -0.50 1.42 -4.99 0.12
O -0.12 2.57 -5.63 -0.36
O -0.59 -2.64 2.17 -0.60
H 0.70 -1.23 3.98 0.04
H 2.22 -0.64 3.85 0.46
H -0.76 0.26 3.18 -0.14
H -4.58 -2.38 0.67 0.52
H 4.45 0.47 1.92 0.08
O 1.45 -3.02 -3.73 -0.43
C -0.15 5.97 -4.63 -0.61
C -1.73 0.19 3.75 -0.56
C 3.54 -2.10 6.61 0.67
H -0.12 0.53 -5.48 0.38
H -0.06 1.43 -3.97 0.05
O -1.77 -1.20 0.90 0.69
H 2.64 0.38 -1.88 0.28
H 1.70 0.48 2.02 0.13
C 3.90 -2.74 4.47 -0.24
H -4.30 -1.50 2.08 0.15
H 1.11 -1.06 -3.90 -0.22
H 0.10 -1.89 -2.65 -0.06
O -5.09 -0.46 -4.04 -0.37
O 3.16 -2.85 -2.41 -0.41
C 3.17 -0.53 -2.18 -1.41
C 2.37 -2.60 4.67 0.30
H -2.46 0.43 2.96 0.26
C -0.39 1.29 -0.33 0.54
C -6.09 0.31 -6.15 -1.40
H 1.76 -1.81 2.75 0.35
H -5.57 -2.19 5.21 0.31
H 4.80 2.10 2.14 0.34
C -3.75 -1.97 1.21 -0.70
C -4.86 0.34 -5.21 0.37
C 9.68 2.21 2.70 -0.59
O -1.64 1.81 -0.12 -0.31
O -4.18 -0.05 4.91 -0.62
H 0.77 6.58 -4.64 0.25
O -4.81 1.49 -3.13 -0.22
H -4.87 -3.63 6.11 0.26
H -4.72 -2.10 6.96 0.28
H 3.62 -0.36 -3.13 0.45
H 1.96 -1.88 -1.01 0.14
O 2.34 -2.14 6.03 -0.40
H 10.46 1.54 2.49 0.26
C -0.60 3.73 -5.01 0.75
O 7.20 1.99 4.01 -0.62
O 6.42 0.97 1.95 -0.26
C 1.06 -1.89 -3.05 0.57
H -2.57 -0.67 -1.73 -0.23
H 5.16 0.88 3.56 0.34
O 0.21 0.98 -1.52 -0.51
C 2.69 -3.51 -3.44 0.55
O -1.73 3.82 -4.15 -0.55
C -2.44 2.15 -1.23 -0.22
O 0.18 1.12 0.82 -0.42
H -1.68 1.00 4.47 0.56
C -5.15 0.31 -2.93 0.77
H -3.57 2.04 -4.83 -0.21
O 3.72 -1.99 7.77 -0.56
H -5.93 0.53 -7.21 0.37
C -1.63 -2.29 1.60 0.14
O 3.21 -4.41 -4.00 -0.53
H 3.94 -0.68 -1.38 0.31
C -4.53 1.73 -4.48 -0.07
C -2.80 -1.56 -1.17 -1.14
H -4.04 -0.12 -5.68 0.38
C -3.31 -1.15 4.87 0.59
H -2.27 1.31 -1.89 -0.13
C 5.13 1.09 2.45 -0.51
O 4.45 -2.42 5.75 -0.36
H -1.99 -2.30 -1.17 0.35
H -1.89 3.02 -1.72 0.22
H -6.77 1.08 -5.80 0.34
H 2.04 0.13 0.29 0.05
O -3.55 -2.39 5.28 -0.20
H -3.71 -1.88 -1.62 0.51
H -5.13 2.59 -4.81 0.33
O -2.77 -2.87 1.67 -0.42
H 9.94 3.27 2.24 0.22
O -2.03 -0.99 4.48 -0.21
C -4.79 -2.55 5.85 -0.67
C 1.23 0.22 1.03 0.20
H -0.40 5.61 -3.63 0.29
O -5.47 -0.11 -1.81 -0.65
H -6.63 -0.67 -6.21 0.32
C 7.40 1.57 2.62 0.71
H 4.14 -1.96 3.73 0.07
H -1.05 6.48 -4.93 0.29
C 2.29 -1.78 -1.99 0.80
H -3.39 -0.04 0.26 0.38
H 0.73 -0.74 1.09 -0.07
H 1.94 -3.54 4.46 0.41
```